Computed, not measured: a structure of composition C3H15N5, with wB97M-V/def2-TZVPD.

Structure (XYZ):
```
23
Properties=species:S:1:pos:R:3:forces:R:3
C 1.642713 -0.564126 -0.472199 -0.0376 0.3377 0.2944
N 1.104244 0.929210 -0.122802 0.0756 -0.1852 0.0404
N 1.689142 1.648747 0.976906 -0.0487 -0.2345 -0.2345
N 1.574259 -1.227771 0.838731 0.0018 0.1254 -0.1515
N 0.805752 -1.155735 -1.387565 -0.0022 0.0545 0.0070
H 1.221998 1.492395 -0.962117 0.0244 -0.0438 0.0521
H 2.689122 -0.377902 -0.777207 -0.0787 -0.0232 0.0171
H 1.424795 1.126545 1.807085 0.0292 0.0086 -0.0297
H 2.704795 1.579749 0.907377 -0.0779 -0.0151 0.0016
H 2.472621 -1.255849 1.305221 -0.0370 -0.0148 -0.0451
H 1.165155 -1.060530 -2.329482 0.0274 -0.0031 0.0605
H 1.282563 -2.179333 0.650793 0.0215 0.0216 -0.0257
H -0.759154 -0.675295 -0.769929 -0.0777 0.1030 0.1005
C -1.857077 -0.563285 1.039941 0.0055 0.0632 -0.1306
C -2.247293 0.783248 -0.987342 0.0536 -0.0805 0.0862
N -1.292016 0.035600 -0.170619 0.0206 -0.0296 -0.0056
H -0.172851 0.663001 0.003788 0.0308 -0.0775 -0.0408
H -2.658119 -1.271075 0.802609 0.0443 0.0410 0.0015
H -2.264362 0.214848 1.690725 0.0150 -0.0251 -0.0367
H -1.060502 -1.085619 1.568354 -0.0391 0.0112 -0.0116
H -3.092708 0.158744 -1.293949 0.0511 0.0237 0.0266
H -2.633224 1.642766 -0.434115 0.0182 -0.0404 -0.0121
H -1.739852 1.141666 -1.884205 -0.0202 -0.0170 0.0360
```
Forces are in eV/Å.

Calculated values
Kohn-Sham gap = 8.06 eV
strongest force on any atom = 0.4 eV Å⁻¹
2S+1 = 1
energy relative to the best compared isomer or geometry (same formula, charge and spin) = 23.65 kcal per mole
calculated total energy = -396.97234 Eh
HOMO level = -7.10 eV